Entry 1:
Computed, not measured: a cluster of 3 separate species, C22H39N2O10P in total, with ωB97M-V/def2-TZVPD.

The geometry in XYZ format:
```
74
Properties=species:S:1:pos:R:3:forces:R:3
P -3.6947 -0.2573 1.9526 -0.6 -0.5 -0.1
O -1.7504 3.0967 -2.9844 0.1 0.0 0.1
O -4.8579 -1.1475 1.8130 0.3 0.2 0.0
O -1.2507 -4.8898 2.4177 0.0 0.0 0.0
O -1.3691 -3.6377 0.5710 0.1 0.0 0.0
O -2.9022 -0.3621 3.3375 0.0 0.0 0.0
O 4.8543 3.5313 -1.3650 -0.1 -0.3 -0.3
O -0.2192 -0.4776 2.4075 0.0 -0.2 0.4
O -1.7586 2.2360 -5.0443 0.0 0.0 0.0
O 1.4118 -0.5476 -0.5639 0.2 0.1 0.1
O -4.0653 1.3003 1.9799 0.1 0.0 0.1
N 3.4823 2.5019 0.1853 0.0 0.3 -0.4
N 0.8754 1.0712 1.0315 -0.3 -0.3 0.2
C -3.4774 0.6374 -4.8555 0.0 0.0 0.1
C -3.5603 1.6082 -3.6785 0.1 -0.2 -0.2
C 5.7976 1.7082 -0.1600 -0.2 -0.1 0.3
C -1.9223 -4.2852 1.4136 -0.2 -0.1 -0.1
C -3.5316 -5.0604 2.9824 0.0 0.0 -0.1
C 2.7810 -0.7241 -0.2085 0.0 -0.1 0.0
C -0.2529 0.2834 1.4913 0.0 0.5 -0.1
C 3.5796 2.9768 1.5689 0.3 -0.1 0.3
C -2.2728 2.4011 -3.8067 -0.1 0.1 0.0
C -0.6205 0.5337 -0.7975 -0.4 -0.6 -0.2
C -2.6375 1.4310 -5.8507 -0.1 -0.1 0.0
C -2.1540 -5.6690 3.2238 -0.1 0.0 0.1
C 2.3551 -2.7931 1.2052 0.0 0.1 -0.2
C 4.6998 2.6803 -0.5191 0.0 0.2 0.1
C 3.4336 4.4985 1.7397 -0.4 -0.1 0.1
C -1.4036 0.5301 0.5306 0.1 -0.2 -0.4
C 2.3055 2.9549 -0.5584 -0.3 -0.1 0.0
C 0.8741 0.7491 -0.4134 -0.2 0.1 -0.5
C 3.0159 -2.2137 -0.0554 -0.1 0.0 0.2
C 1.5774 1.8166 -1.2761 -0.1 0.2 0.0
C -2.5023 -0.5207 0.6360 0.2 0.4 0.4
C -3.4070 -4.5700 1.5411 0.0 0.1 0.3
H 2.5851 3.6889 -1.3148 0.1 0.1 0.1
H 6.4332 2.1359 0.6167 0.2 0.0 -0.1
H 2.2675 1.3250 -1.9647 0.0 -0.1 0.1
H -3.6834 -4.2087 3.6468 0.0 0.0 0.0
H 2.6205 -2.7094 -0.9464 0.1 0.0 0.0
H 5.3695 0.7864 0.2313 0.0 0.0 0.0
H -2.0949 -6.7081 2.8934 0.0 0.0 0.0
H -1.7864 1.5439 0.6884 0.0 -0.1 0.2
H -4.4415 0.3357 -5.2580 0.0 0.1 0.0
H 1.3448 -3.1440 0.9931 0.0 0.1 0.1
H -3.2439 2.0995 -6.4652 0.0 0.0 0.0
H 4.0944 -2.3903 -0.0309 0.0 0.1 0.0
H 0.5357 2.0274 1.1458 0.4 0.1 -0.1
H -3.6075 1.1191 -2.7091 -0.1 0.1 0.1
H -4.3965 2.3031 -3.7698 0.0 0.0 0.0
H 0.8138 2.2937 -1.8958 0.1 0.0 -0.1
H 1.6055 3.4607 0.1109 0.1 0.0 0.1
H -1.0166 1.2386 -1.5219 0.1 0.3 0.2
H -1.8253 -5.6091 4.2581 0.1 0.0 0.0
H -2.2143 -1.0441 3.3298 0.2 0.2 0.0
H 2.8496 2.4506 2.1855 0.0 -0.1 -0.1
H 3.4334 -0.3114 -0.9881 -0.1 0.0 0.0
H -3.0744 -0.6378 -0.2842 0.1 0.0 0.0
H -3.6653 -5.3427 0.8146 0.0 0.0 0.0
H 6.3803 1.4888 -1.0511 0.1 0.2 0.1
H 2.2891 -2.0225 1.9775 0.0 -0.1 0.0
H 4.0736 4.8515 2.5492 0.0 0.0 -0.1
H 2.9355 -3.6255 1.6045 -0.1 0.0 0.0
H -3.5888 1.7522 2.6875 -0.1 0.1 0.0
H -4.3432 -5.7649 3.1489 0.0 0.0 0.0
H -2.0292 0.8086 -6.5014 0.1 0.0 0.0
H -2.0212 -1.4692 0.8788 -0.1 -0.2 -0.3
H -2.9398 -0.2624 -4.5538 0.0 0.0 0.0
H 4.5634 2.6820 1.9423 -0.1 -0.1 0.0
H 2.9859 -0.1990 0.7280 0.0 0.0 0.0
H 2.4103 4.7587 2.0214 0.0 0.0 -0.1
H -3.9870 -3.6719 1.3355 0.0 0.0 -0.1
H 3.6677 5.0364 0.8213 0.2 0.0 0.0
H -0.7325 -0.4566 -1.2452 0.2 0.0 0.0
```
Forces are in eV/Å.

## Properties
**Total energy**: -56194.062 eV
**E_HOMO**: -9.00 eV
**Kohn-Sham gap**: 9.4 eV
**SMILES**: CCCO[C@@]1(CCN(CC)C(C)=O)C[C@@H](CP(=O)(O)O)C(=O)N1.O=C1CCCO1.O=C1CCCO1

***

Entry 2:
Computed, not measured: a cluster of 3 separate species, C22H40BF4O10 in total in a non-equilibrium geometry, with ωB97M-V/def2-TZVPD.

The geometry in XYZ format:
```
77
Properties=species:S:1:pos:R:3:forces:R:3
F 1.1971 1.0871 -3.2341 1.1 -1.1 -0.2
F 3.7194 1.0107 -1.6584 -0.6 1.6 -0.2
F -0.1955 5.7910 -1.1064 -0.6 0.8 0.3
F 0.9013 -0.8106 -2.1500 -1.0 1.1 0.7
O -2.6547 -3.3989 -2.2396 0.0 0.0 0.1
O 2.9062 4.2498 3.0748 0.1 0.2 0.1
O -3.6609 -5.2969 -2.0610 -0.1 -0.1 0.0
O 0.4455 -2.8340 3.8225 -0.1 0.1 0.0
O 0.0914 3.1650 -1.3608 0.2 -0.4 -0.7
O 1.7650 -2.4983 2.1536 0.0 0.0 0.0
O -2.6869 2.5229 -2.3318 -0.3 0.4 -0.1
O 0.4221 4.4206 0.5706 0.3 0.6 0.8
O -1.4496 -5.2913 -2.5195 0.0 -0.1 0.0
O 0.8757 -4.5564 2.4214 0.0 -0.1 0.0
C -0.6420 4.8996 -0.0899 0.6 -1.8 -1.1
C 1.5462 0.3788 -2.1588 0.2 0.3 -0.2
C -1.4830 -2.6010 -2.4997 0.4 0.3 -0.2
C -3.0156 0.7112 -0.6763 -0.5 0.0 0.8
C 0.4460 -4.5622 5.5378 0.2 0.0 -0.1
C 1.0147 -3.4099 2.7619 0.0 0.1 0.0
C -2.4796 -4.7117 -2.2950 0.0 0.2 -0.1
C -1.1082 3.6242 -0.8643 -0.1 1.0 1.2
C -0.3811 -3.6923 4.6146 -0.2 -0.2 0.3
C 3.7152 3.2446 2.4865 0.6 -0.4 0.3
C -4.0388 -0.4338 -0.5680 0.4 0.2 0.3
C -2.2094 3.7839 -1.8807 0.7 0.1 0.0
C -3.6334 -6.7191 -2.1552 -0.1 -0.2 0.0
C 2.4412 0.7469 -1.2131 0.3 -0.7 -0.3
C -1.2111 -2.4940 -3.9838 -0.1 -0.3 -0.2
C 2.4956 -2.9870 1.0257 0.2 0.0 -0.3
C 3.4088 4.6518 0.3211 0.5 -0.2 -0.9
C -3.5826 1.9247 -1.4298 0.0 -0.7 -0.2
C 1.1587 1.9843 0.6205 0.2 0.3 -0.7
C 2.2045 0.9086 0.2437 -0.5 -1.2 0.8
C 2.5368 4.0237 -0.7891 -0.4 0.1 0.2
C 4.2708 3.6620 1.1220 -0.2 0.5 0.1
B 1.1350 3.3693 -0.2926 -0.5 -0.1 0.5
H -0.3847 -1.8102 -4.1683 0.0 0.0 0.0
H 4.4698 2.8055 0.4778 0.0 -0.3 0.2
H -3.9292 -0.9386 0.3912 0.0 -0.1 0.0
H 3.1345 1.0508 0.7901 0.3 0.0 -0.3
H 3.2868 -3.6601 1.3541 -0.1 -0.1 0.0
H -1.3619 5.3708 0.5771 -0.1 0.5 -0.2
H 1.8195 -0.0576 0.6078 0.1 0.0 0.1
H -3.9117 -1.1912 -1.3343 -0.2 0.0 -0.3
H 1.1160 -3.9476 6.1406 -0.1 0.0 0.1
H -0.6261 -3.0025 -1.9616 -0.1 -0.2 0.0
H -2.0970 -2.1310 -4.5072 0.0 0.1 0.1
H 2.9402 -2.1254 0.5354 -0.1 0.1 0.1
H 5.2497 4.1078 1.3097 0.0 0.2 0.0
H -1.0259 -4.2921 3.9727 0.1 0.0 -0.1
H -2.0538 0.3816 -1.0618 0.0 0.1 -0.3
H -1.8106 4.3523 -2.7184 0.0 -0.2 -0.3
H -4.5982 -7.0757 -1.8041 0.0 0.1 0.0
H -2.8477 -7.1387 -1.5305 0.1 0.0 -0.1
H 3.1601 3.3744 -1.4132 0.0 0.0 0.0
H -3.0339 4.3705 -1.4608 -0.1 0.0 0.1
H 2.1127 3.8569 3.4340 -0.2 -0.1 -0.1
H 1.0624 -5.2577 4.9690 -0.1 0.0 0.0
H 1.2145 2.2587 1.6764 0.2 -0.2 0.1
H 0.1753 1.5244 0.4830 -0.1 0.0 0.1
H 2.2484 4.8662 -1.4249 -0.1 -0.1 -0.2
H 4.5711 3.0898 3.1560 0.0 -0.1 0.0
H -0.2005 -5.1375 6.2013 0.0 0.0 0.0
H 3.2082 2.2823 2.4610 -0.3 0.1 -0.2
H -1.6927 -1.6170 -2.0905 -0.2 -0.1 0.1
H -3.9585 2.6361 -0.6899 0.0 0.2 -0.1
H -5.0465 -0.0199 -0.5799 -0.1 -0.1 -0.2
H -1.0208 -3.0316 5.1974 0.1 0.2 -0.1
H 2.8271 5.3181 0.9484 -0.1 -0.2 0.2
H -0.9575 -3.4672 -4.4057 0.1 0.0 0.1
H -1.4834 3.0068 -0.0207 -0.1 -0.3 -0.2
H -3.4937 -7.0258 -3.1913 0.1 0.0 0.0
H -4.4547 1.5861 -1.9997 0.0 0.0 -0.2
H 4.1189 5.2936 -0.2118 0.1 0.1 0.1
H -2.8306 1.0236 0.3525 0.3 0.1 0.0
H 1.8397 -3.4922 0.3200 0.0 -0.1 0.1
```
Forces are in eV/Å.

## Properties
**Total energy**: -55484.453 eV
**E_HOMO**: -4.69 eV
**Kohn-Sham gap**: 7.0 eV
**Net charge**: -1

***

Entry 3:
Computed, not measured: a cluster of 3 separate species, C22H40BrIN6O4P2 in total in a non-equilibrium geometry, with ωB97M-V/def2-TZVPD.

The geometry in XYZ format:
```
76
Properties=species:S:1:pos:R:3:forces:R:3
I 2.2301 -3.9122 -1.6618 1.6 0.7 -1.5
Br 4.2412 -0.8390 -1.1341 0.7 -1.3 -2.4
P -0.0475 2.1757 3.5979 5.7 4.0 1.7
P -2.1698 -2.0644 -1.0002 -3.0 6.2 2.2
O -0.8527 -1.2920 -1.2569 0.8 -3.7 -1.0
O 0.9297 1.1296 3.0080 -3.6 -1.5 -0.5
O 6.8166 -0.7824 -3.6942 -7.7 -3.6 -1.8
O 4.0686 -5.3779 -4.5129 -0.5 8.6 0.3
N -3.0908 -1.0738 -2.0291 -1.4 0.5 -1.9
N -3.6840 -2.9523 -0.7052 1.4 -1.7 0.0
N -1.1708 3.3784 4.2761 -1.3 -1.8 0.0
N 0.5298 3.4412 2.6216 -0.2 1.7 -1.6
N -2.2464 -1.6260 0.6475 1.4 -0.5 1.9
N 0.6458 2.1212 5.1566 0.2 -1.9 1.7
C 4.0772 -2.5631 -8.5955 1.6 1.0 4.3
C 1.5351 3.0981 5.7498 -0.6 0.4 0.4
C 4.5510 -1.8930 -2.8423 -1.9 -3.4 -1.2
C 5.1941 -1.6895 -5.5645 -1.2 -1.0 -2.9
C -2.0343 2.9363 5.3662 -0.3 -0.4 -0.2
C 1.0395 0.7804 5.6349 -0.2 0.1 -0.5
C -3.3695 0.3326 -1.8154 0.0 0.1 0.4
C 3.7523 -3.1630 -3.0745 2.7 3.1 -0.6
C 4.3194 -3.0920 -5.8200 0.3 1.4 -1.9
C -5.0472 -2.5905 -1.0550 -0.2 -0.3 -1.3
C -1.1732 4.8238 4.1266 -0.6 0.3 -1.2
C 5.6506 -1.3693 -3.9886 4.1 1.8 0.5
C 4.9766 -1.2099 -8.3448 -0.7 -1.8 2.7
C 5.5430 -0.7286 -6.8467 -2.4 -4.2 -0.1
C 4.0334 -4.0387 -4.4715 0.5 -4.2 -0.6
C -0.9589 -1.6321 1.3714 0.1 0.0 -0.5
C -3.1016 -0.6208 1.2433 -0.6 -0.6 0.1
C 0.1284 3.3167 1.2163 -0.3 -0.2 0.2
C 3.7439 -3.5432 -7.3058 2.5 3.7 0.7
C -2.8074 -1.2953 -3.4511 0.1 -0.3 0.2
C 1.8602 4.0132 2.6850 0.2 0.0 0.3
C -3.6353 -4.0382 0.2685 0.3 -0.4 -0.2
H 0.3020 0.0328 5.3237 0.3 0.1 -0.1
H -3.7587 0.5363 -0.8220 0.2 -0.1 0.1
H -1.1097 -1.7558 2.4476 -0.3 0.1 -0.1
H 1.0768 0.7443 6.7274 0.0 0.3 0.0
H 3.1105 -4.5262 -7.4337 1.5 2.2 0.4
H -5.1593 -2.4138 -2.1293 0.0 0.2 0.3
H -4.1833 0.6558 -2.4782 0.2 -0.2 -0.2
H 2.6255 3.3540 2.2690 0.2 -0.1 0.0
H -2.1515 1.8460 5.3543 0.1 0.2 0.1
H 3.6779 -2.8607 -9.6604 1.0 0.8 2.4
H 1.5891 2.9657 6.8408 -0.1 -0.2 -0.2
H 6.1663 0.2503 -6.6954 -1.4 -2.2 -0.4
H -0.3058 5.2922 4.5969 0.2 -0.1 -0.1
H 1.8826 4.9655 2.1385 -0.2 -0.3 -0.2
H -5.7531 -3.4009 -0.8338 0.4 -0.1 0.2
H 2.5541 3.0148 5.3615 0.1 0.0 -0.1
H 2.0186 0.4888 5.2437 0.0 -0.1 0.0
H -2.7367 0.3928 1.0548 0.1 0.1 -0.1
H -2.6101 -4.4083 0.3900 -0.2 0.2 0.1
H 0.5923 2.4458 0.7422 0.0 0.0 -0.1
H -1.2149 5.1249 3.0752 0.2 0.0 0.3
H 1.1776 4.1150 5.6126 0.0 0.1 -0.2
H -3.1560 -0.7509 2.3346 0.2 -0.1 -0.2
H -0.9590 3.2085 1.1450 0.0 -0.1 0.0
H -5.3967 -1.7101 -0.5111 0.2 0.1 0.0
H -1.6265 3.2269 6.3398 0.0 0.0 0.0
H 2.1472 4.2956 3.6938 0.0 -0.3 0.1
H -4.1304 -0.7038 0.9039 -0.1 0.1 -0.2
H 5.2606 -0.5079 -9.2519 -0.8 -1.7 2.1
H -4.0004 -3.7114 1.2475 0.0 0.0 0.0
H -2.5000 0.9692 -1.9941 0.1 0.2 0.0
H -3.5039 -0.7501 -4.0984 0.0 0.0 0.3
H -0.4017 -0.7060 1.2024 0.1 0.0 0.1
H -2.9215 -2.3566 -3.6954 0.1 0.0 0.0
H -0.3417 -2.4759 1.0447 0.0 0.3 0.0
H -2.0635 5.2784 4.5791 0.0 -0.4 0.1
H 0.3917 4.2069 0.6335 0.1 0.0 0.3
H -1.7881 -0.9907 -3.7092 0.0 0.0 -0.1
H -4.2341 -4.8959 -0.0599 0.0 0.1 0.0
H -3.0434 3.3543 5.2708 0.1 0.0 0.0
```
Forces are in eV/Å.

## Properties
**Total energy**: -137295.022 eV
**E_HOMO**: -7.91 eV
**Kohn-Sham gap**: 6.2 eV
**SMILES**: O=C1C(Br)=C(I)C(=O)c2ccccc21.CN(C)P(=O)(N(C)C)N(C)C.CN(C)P(=O)(N(C)C)N(C)C